# 1
Below is C20H41HfN2OP3 as an isolated structure in a non-equilibrium geometry, with properties calculated with ωB97M-V with the def2-TZVPD basis set.

ORCA input file:
```
! wB97M-V def2-TZVPD RIJCOSX def2/J DEFGRID3
* xyz 4 1
Hf 0.0805 0.1599 0.9330
P 0.7113 -2.0908 -0.1255
P 2.5708 0.0160 1.7925
P -2.4656 0.5601 0.5571
H 1.7483 2.4064 0.0102
C 0.6843 2.2808 0.2186
C 0.1875 2.4207 1.5576
H 0.8964 2.6308 2.3637
C 1.6706 -1.6296 -1.6098
C 1.6439 -3.5005 0.5523
C -0.7803 -2.9687 -0.7215
C 3.2199 1.4221 2.7800
C 2.9506 -1.3357 2.9666
C 3.9597 -0.1530 0.6120
C -3.2915 2.1148 1.0846
C -3.6702 -0.7275 1.0220
C -2.8635 0.6872 -1.2224
H 0.0599 2.5545 -0.6354
H -0.7943 2.8739 1.7150
H 1.4003 -2.2712 -2.4622
H 2.7531 -1.7278 -1.4390
H 1.4970 -0.5787 -1.8974
H 1.5240 -4.3647 -0.1171
H 1.2447 -3.7767 1.5371
H 2.7112 -3.2668 0.6524
H -0.4684 -3.9214 -1.1798
H -1.3608 -2.3728 -1.4446
H -1.4322 -3.1954 0.1406
H 4.3151 1.3230 2.7653
H 2.8549 1.3732 3.8152
H 2.9267 2.3822 2.3416
H 4.0282 -1.2904 3.1763
H 2.6916 -2.3144 2.5501
H 2.3810 -1.1862 3.8916
H 4.9013 -0.0390 1.1683
H 3.8866 0.6323 -0.1502
H 3.9345 -1.1318 0.1233
H -4.1610 2.2522 0.4252
H -2.6201 2.9724 0.9521
H -3.6254 2.0720 2.1299
H -4.6379 -0.4972 0.5603
H -3.7865 -0.7864 2.1087
H -3.3226 -1.6972 0.6509
H -3.8658 1.1244 -1.3536
H -2.8290 -0.3192 -1.6624
H -2.1036 1.3186 -1.7007
C -0.4956 1.1353 -4.1280
C 0.3398 0.6520 -5.1632
C 0.3492 1.3100 -6.3993
C -0.5801 2.3278 -6.6638
C -1.4889 2.7392 -5.6831
C -1.4274 2.1603 -4.4027
O -0.3141 0.7592 -2.7798
H -0.4637 -0.2166 -2.6523
H 1.0006 -0.1942 -4.9992
H 1.0774 1.0443 -7.1704
H -0.6145 2.8269 -7.6299
H -2.2414 3.5187 -5.8920
H -2.1139 2.5166 -3.6253
N -0.7168 -1.7980 3.3011
C -1.1138 -1.8942 4.5728
C -1.1723 -0.6102 5.0895
C -0.7749 0.2489 4.0646
N -0.4964 -0.5014 2.9414
H -0.5951 -2.5961 2.6747
H -1.3723 -2.8535 4.9970
H -1.4855 -0.3371 6.0870
H -0.6557 1.3279 4.0284
*
```

Gap between HOMO and LUMO (spin up / spin down) = 2.42 / 2.43 eV
E = -55561.98219 eV

# 2
Below is C20H41HfN2P3Se as an isolated structure in a non-equilibrium geometry, with properties calculated with ωB97M-V with the def2-TZVPD basis set.

ORCA input file:
```
! wB97M-V def2-TZVPD RIJCOSX def2/J DEFGRID3
* xyz 4 1
Hf -0.1463 -0.4745 -0.3651
P 0.1943 1.7422 0.9782
P -2.6271 0.2384 -0.5164
P 2.4086 -0.4630 -0.7131
H -1.5246 -3.1326 -4.3485
C -0.7826 -3.6972 -3.7629
C -0.4602 -3.3641 -2.5059
H -1.0385 -2.5804 -2.0018
C 0.3503 3.3419 0.0953
C -1.1217 2.1717 2.1792
C 1.6562 1.8086 2.0726
C -3.4144 -0.6872 -1.8757
C -3.6979 -0.2263 0.8879
C -3.2220 1.9270 -0.9098
C 2.8489 -1.6044 -2.0630
C 3.3985 -1.1301 0.6687
C 3.3041 1.0481 -1.2343
H -0.4186 -4.6095 -4.2773
H 0.3186 -3.9003 -1.9521
H 0.5207 4.1430 0.8278
H -0.5597 3.5565 -0.4763
H 1.1886 3.3076 -0.6086
H -0.8894 3.1510 2.6261
H -1.1551 1.4144 2.9736
H -2.1040 2.2011 1.6893
H 1.5449 2.6601 2.7587
H 2.5767 1.9222 1.4897
H 1.7346 0.8852 2.6586
H -4.4971 -0.7018 -1.6938
H -3.0418 -1.7197 -1.9149
H -3.2094 -0.1950 -2.8344
H -4.7377 0.0230 0.6349
H -3.4056 0.3090 1.7984
H -3.6108 -1.3031 1.0787
H -4.3204 1.8895 -0.9654
H -2.8108 2.2559 -1.8739
H -2.9332 2.6605 -0.1482
H 3.9247 -1.8126 -1.9871
H 2.6241 -1.1448 -3.0337
H 2.2815 -2.5402 -1.9772
H 4.3612 -1.4832 0.2744
H 2.8670 -1.9725 1.1325
H 3.5686 -0.3627 1.4342
H 4.2315 0.7372 -1.7373
H 3.5678 1.6845 -0.3802
H 2.6985 1.6436 -1.9341
C 0.0414 0.6004 -4.6526
C -0.4261 -0.6569 -5.0462
C 0.0126 -1.2191 -6.2524
C 0.7739 -0.4562 -7.1519
C 1.1752 0.8306 -6.7703
C 0.8573 1.3381 -5.5144
Se -0.1635 1.4056 -2.8443
H 0.1173 -0.0730 -2.4518
H -1.1043 -1.1990 -4.3738
H -0.2285 -2.2610 -6.5030
H 1.0526 -0.8585 -8.1220
H 1.7509 1.4387 -7.4600
H 1.2187 2.3009 -5.1585
N -0.5581 -3.3984 0.9496
C -0.5287 -4.0059 2.1303
C -0.2773 -3.0443 3.0975
C -0.1549 -1.8397 2.4154
N -0.3195 -2.0602 1.0603
H -0.7109 -3.8586 0.0506
H -0.6926 -5.0752 2.2432
H -0.1865 -3.1804 4.1590
H 0.0419 -0.8556 2.7980
*
```

Gap between HOMO and LUMO = 4.91 eV
Relative energy (zero: lowest compared OMol25 entry of this formula, charge and spin) = 0.0 kcal per mole
E = -118862.29327 eV

# 3
Below is a 3-piece molecular cluster, C20H41N3O2 overall in a non-equilibrium geometry, with properties calculated with ωB97M-V with the def2-TZVPD basis set.

ORCA input file:
```
! wB97M-V def2-TZVPD RIJCOSX def2/J DEFGRID3
* xyz 0 1
C -13.9448 -7.1057 -7.5650
C -15.2888 -6.8243 -8.1206
N -16.3204 -6.5196 -8.5346
H -13.2680 -6.7941 -8.3339
H -13.7934 -8.1683 -7.4338
H -13.9128 -6.5287 -6.6798
C -12.7725 -8.4814 -4.3026
C -11.3420 -8.9769 -4.3923
C -10.5280 -8.9446 -3.0772
C -11.0229 -9.9875 -2.0447
C -10.9605 -11.3177 -2.7500
C -11.8186 -11.4345 -4.0652
N -11.3644 -10.3811 -4.9165
O -12.0316 -10.4453 -6.2235
C -11.3918 -12.6812 -4.8096
C -13.3231 -11.3960 -3.6931
C -10.6202 -8.1530 -5.4363
H -12.9070 -7.3871 -4.3550
H -13.3070 -8.7101 -3.3782
H -13.4779 -8.8056 -5.0403
H -9.4675 -9.1879 -3.4117
H -10.6299 -7.8980 -2.6875
H -11.9804 -9.6266 -1.6670
H -10.3927 -9.9719 -1.2467
H -11.3276 -12.1746 -2.1310
H -9.9123 -11.5794 -3.0423
H -10.3375 -12.5537 -5.0156
H -11.5771 -13.5401 -4.1834
H -11.9700 -12.7525 -5.7691
H -13.5918 -12.3776 -3.3472
H -13.5583 -10.6211 -2.9759
H -13.8591 -11.0725 -4.5552
H -9.6460 -8.5160 -5.6910
H -10.4937 -7.0808 -5.0694
H -11.1790 -8.1809 -6.3353
H -11.3208 -10.4353 -6.8532
C -16.6787 -4.6373 -5.5049
C -17.4163 -5.7587 -4.7711
C -18.9440 -5.6271 -5.1792
C -19.8013 -6.8453 -4.8940
C -19.1922 -8.0040 -5.6214
C -17.6756 -8.2596 -5.3216
N -17.0018 -7.0259 -5.5067
O -15.6390 -7.3209 -5.2486
C -17.5932 -8.8039 -3.8572
C -17.0956 -9.3195 -6.2578
C -17.2297 -5.7174 -3.2528
H -15.5986 -4.8097 -5.5660
H -17.0655 -4.6398 -6.5412
H -16.8354 -3.6734 -5.0196
H -19.2872 -4.7023 -4.7703
H -18.9403 -5.5886 -6.2700
H -19.8482 -7.1241 -3.8503
H -20.8712 -6.6968 -5.1041
H -19.4443 -7.8911 -6.6560
H -19.7115 -8.9163 -5.3251
H -18.3021 -8.5019 -3.2213
H -16.5887 -8.5761 -3.3491
H -17.6499 -9.8510 -3.9237
H -17.0803 -8.9131 -7.2881
H -17.7504 -10.2173 -6.2164
H -16.1178 -9.7046 -5.9989
H -16.1745 -5.8066 -3.0753
H -17.5047 -4.7568 -2.8874
H -17.7577 -6.5559 -2.7376
H -15.6403 -7.7683 -4.3934
*
```

Gap between HOMO and LUMO = 9.17 eV
Structure (SMILES) = CC1(C)CCCC(C)(C)N1O.CC1(C)CCCC(C)(C)N1O.CC#N
E = -29966.53854 eV

# 4
Below is a 7-piece molecular cluster, C20H41NO9 overall in a non-equilibrium geometry, with properties calculated with ωB97M-V with the def2-TZVPD basis set.

ORCA input file:
```
! wB97M-V def2-TZVPD RIJCOSX def2/J DEFGRID3
* xyz 0 1
N -5.4001 1.5195 5.0556
C -5.3096 1.2107 3.6419
O -4.6344 -0.0141 3.3898
C -5.4383 -1.0489 3.2551
O -6.5322 -1.1198 3.5992
O -4.8599 -2.1019 2.6911
H -5.4467 0.6938 5.6361
H -6.1517 2.1631 5.2446
H -6.2925 1.2765 3.1753
H -4.7003 1.9984 3.1841
H -3.9254 -1.9098 2.5252
C -2.2848 4.5944 0.0994
C -2.3174 3.8361 1.4015
O -3.3089 3.8119 2.0972
C -1.0625 3.1038 1.8036
H -3.2502 5.0708 -0.0629
H -1.5124 5.3644 0.1348
H -2.0830 3.9077 -0.7233
H -0.2366 3.8086 1.9132
H -0.8136 2.3569 1.0479
H -1.2289 2.6044 2.7572
C 0.8697 0.2531 -1.5685
C 0.4425 1.6056 -2.0762
O -0.3842 2.2689 -1.4840
C 1.0828 2.0971 -3.3489
H 0.3371 0.0273 -0.6561
H 0.6413 -0.5119 -2.3088
H 1.9419 0.2564 -1.3618
H 0.8647 1.4080 -4.1645
H 2.1607 2.1742 -3.2150
H 0.6846 3.0802 -3.5992
C -2.4569 -1.9381 -1.3008
C -1.2754 -2.6972 -0.7443
O -0.2174 -2.1484 -0.5342
C -1.4736 -4.1673 -0.4636
H -2.1795 -0.8966 -1.4551
H -2.7601 -2.3684 -2.2565
H -3.2926 -1.9792 -0.6001
H -1.7357 -4.6916 -1.3839
H -2.2669 -4.3040 0.2734
H -0.5505 -4.5874 -0.0695
C -2.0578 -2.1734 7.0272
C -2.5349 -0.8316 6.5227
O -3.3893 -0.2080 7.1064
C -1.8952 -0.3101 5.2569
H -2.5962 -2.4288 7.9376
H -2.2472 -2.9436 6.2774
H -0.9900 -2.1315 7.2481
H -2.0817 -1.0049 4.4365
H -0.8201 -0.1908 5.4040
H -2.3260 0.6566 5.0033
C 5.5262 0.6183 -5.9020
C 4.0951 0.9426 -5.5579
O 3.5713 0.5027 -4.5577
C 3.3428 1.8393 -6.5125
H 5.9428 -0.0328 -5.1362
H 5.5731 0.1032 -6.8629
H 6.1159 1.5361 -5.9464
H 3.2958 1.3768 -7.4995
H 3.8404 2.8076 -6.5848
H 2.3292 1.9913 -6.1468
C 7.4174 -3.1720 -2.0194
C 6.4051 -2.2935 -2.7140
O 6.4774 -2.0591 -3.8983
C 5.2953 -1.7173 -1.8692
H 8.1544 -3.5157 -2.7425
H 7.9267 -2.6075 -1.2369
H 6.9209 -4.0394 -1.5817
H 5.7141 -1.0906 -1.0797
H 4.7074 -2.5224 -1.4248
H 4.6442 -1.1087 -2.4958
*
```

Gap between HOMO and LUMO = 9.01 eV
Structure (SMILES) = NCOC(=O)O.CC(C)=O.CC(C)=O.CC(C)=O.CC(C)=O.CC(C)=O.CC(C)=O
E = -41322.29415 eV

# 5
Below is a 5-piece molecular cluster, C20H41NO9PS4 overall in a non-equilibrium geometry, with properties calculated with ωB97M-V with the def2-TZVPD basis set.

ORCA input file:
```
! wB97M-V def2-TZVPD RIJCOSX def2/J DEFGRID3
* xyz -1 1
C -0.5031 -3.5163 5.1402
C -1.2155 -2.4210 4.8736
C -2.1748 -2.2730 3.7275
C -1.5965 -1.4095 2.5955
P 0.0167 -1.7744 2.0424
N 0.6898 -0.1990 1.6537
O -0.2210 -2.5086 0.5128
H -0.8293 -4.4774 4.7524
H 0.4482 -3.4817 5.6591
H -1.1113 -1.5444 5.5123
H -2.4242 -3.2722 3.3508
H -3.1052 -1.7998 4.0539
H -1.5629 -0.3721 2.9619
H 1.6902 -0.2901 1.7841
H 0.3767 0.4594 2.3630
H 0.3571 -3.2756 0.5135
C -3.4427 1.3884 -0.3253
C -3.5059 2.9115 -0.5159
C -3.2501 3.5448 0.8639
S -2.2076 2.3556 1.7415
O -2.9642 1.8966 2.8810
O -0.8788 2.8941 1.9341
C -2.1946 1.1035 0.4931
H -3.4039 0.8593 -1.2706
H -4.3277 1.0498 0.2211
H -2.7330 3.2232 -1.2208
H -4.4661 3.2285 -0.9236
H -2.7196 4.4931 0.8128
H -4.1644 3.6601 1.4420
H -2.1817 0.1243 0.9955
H -1.2818 1.2346 -0.0900
C 1.7695 -4.1220 -3.6653
C 1.6850 -2.5911 -3.5842
C 2.2846 -2.1694 -2.2388
S 3.4982 -3.4324 -1.8217
O 3.0563 -4.1303 -0.6429
O 4.8337 -2.8947 -1.9016
C 3.1858 -4.4930 -3.2358
H 1.5497 -4.4914 -4.6672
H 1.0480 -4.5652 -2.9755
H 2.2562 -2.1498 -4.4043
H 0.6570 -2.2392 -3.6718
H 2.7956 -1.2110 -2.2802
H 1.5410 -2.1590 -1.4386
H 3.3002 -5.5287 -2.9257
H 3.9211 -4.2427 -4.0006
C -1.6813 -1.2602 -5.6827
C -2.2516 -1.9660 -4.4435
C -2.0086 -1.0497 -3.2403
S -1.9812 0.6292 -3.8932
O -0.6622 1.1800 -3.7150
O -3.1360 1.3556 -3.4266
C -2.1841 0.1780 -5.6166
H -1.9926 -1.7466 -6.6066
H -0.5894 -1.2714 -5.6475
H -3.3233 -2.1270 -4.5767
H -1.7914 -2.9405 -4.2852
H -2.7890 -1.1107 -2.4859
H -1.0413 -1.2235 -2.7719
H -1.6226 0.8812 -6.2270
H -3.2474 0.2448 -5.8469
C 1.8977 3.8998 3.3743
C 2.9169 2.9958 2.6716
C 4.2824 3.6868 2.7671
S 4.2344 4.6855 4.2657
O 4.3251 6.0811 3.9030
O 5.1393 4.1470 5.2522
C 2.5394 4.3058 4.6960
H 0.9495 3.3875 3.5210
H 1.7034 4.7869 2.7678
H 2.9534 2.0273 3.1745
H 2.6393 2.8113 1.6352
H 5.1135 2.9910 2.8531
H 4.4554 4.3707 1.9380
H 2.0934 5.1817 5.1613
H 2.5645 3.4768 5.4034
*
```

Gap between HOMO and LUMO = 4.21 eV
E = -93950.83890 eV

# 6
Below is C20H42AlN2O3 as an isolated structure in a non-equilibrium geometry, with properties calculated with ωB97M-V with the def2-TZVPD basis set.

ORCA input file:
```
! wB97M-V def2-TZVPD RIJCOSX def2/J DEFGRID3
* xyz -1 3
C -2.2805 -3.7342 -1.7399
C -2.9782 -2.9367 -0.9071
Al -4.9895 -2.7059 -1.2978
O -5.7845 -4.3075 -1.0015
H -2.7741 -4.6581 -2.0252
H -1.3101 -3.4645 -2.1531
H -2.4768 -2.4176 -0.0894
H -5.0707 -2.3232 -2.8748
H -5.6084 -1.5413 -0.3623
H -5.0909 -4.9497 -0.8750
C 2.7065 -1.3535 2.8084
C 1.8053 -2.4242 2.1355
C 2.5690 -3.7396 1.9703
C 3.6143 -3.7159 0.8598
C 2.9810 -3.2565 -0.4511
C 2.2595 -1.9158 -0.3275
N 1.2971 -1.9228 0.8224
O 0.2401 -2.5798 0.4822
C 3.2987 -0.7911 -0.1712
C 1.5084 -1.6203 -1.6191
C 0.6334 -2.6581 3.0797
H 2.3939 -1.1749 3.8363
H 3.7577 -1.6455 2.8362
H 2.6371 -0.3921 2.3033
H 1.8535 -4.5384 1.7526
H 3.0374 -3.9942 2.9239
H 4.4544 -3.0693 1.1316
H 4.0312 -4.7172 0.7323
H 3.7442 -3.1744 -1.2285
H 2.2708 -4.0175 -0.7880
H 2.8078 0.1663 0.0110
H 3.8738 -0.6985 -1.0927
H 4.0148 -0.9641 0.6301
H 0.8180 -2.4191 -1.8810
H 2.2277 -1.5170 -2.4328
H 0.9417 -0.6946 -1.5442
H 0.0299 -1.7560 3.1866
H 1.0209 -2.9339 4.0611
H -0.0162 -3.4604 2.7385
C -1.0811 4.7294 -2.1810
C -1.8440 4.3498 -0.8837
C -1.2180 5.0440 0.3290
C 0.1172 4.4447 0.7631
C -0.0164 2.9370 0.9739
C -0.5912 2.2147 -0.2439
N -1.8580 2.8681 -0.6981
O -2.8386 2.5213 0.0602
C 0.4599 2.2031 -1.3669
C -0.8544 0.7531 0.0961
C -3.2679 4.8622 -1.0538
H -1.6745 5.4054 -2.7954
H -0.1305 5.2259 -1.9796
H -0.8823 3.8588 -2.8010
H -1.9147 4.9828 1.1708
H -1.0980 6.1063 0.1025
H 0.8943 4.6621 0.0243
H 0.4422 4.9166 1.6932
H 0.9581 2.5041 1.2125
H -0.6608 2.7534 1.8390
H 0.0434 1.7754 -2.2797
H 1.3034 1.5829 -1.0658
H 0.8633 3.1868 -1.6021
H -1.5074 0.6375 0.9582
H 0.0877 0.2592 0.3362
H -1.3095 0.2234 -0.7416
H -3.7715 4.3536 -1.8761
H -3.2345 5.9296 -1.2749
H -3.8644 4.7257 -0.1550
*
```

Gap between HOMO and LUMO (spin up / spin down) = 5.74 / 5.72 eV
Relative energy (zero: lowest compared OMol25 entry of this formula, charge and spin) = 0.0 kcal per mole
E = -37137.91435 eV
⟨S²⟩ = 2.0081

# 7
Below is C20H42BrN2O12P4Sn as an isolated structure, with properties calculated with ωB97M-V with the def2-TZVPD basis set.

ORCA input file:
```
! wB97M-V def2-TZVPD RIJCOSX def2/J DEFGRID3
* xyz 3 1
Sn 1.3653 -2.4772 0.3458
C 3.5153 3.1401 2.2610
C 3.8729 2.6222 0.8878
C 5.3273 2.2452 0.7490
O 3.0655 1.3730 0.6795
P 2.0296 1.1085 -0.4414
O 1.5456 -0.3131 -0.2845
C 0.6381 2.2891 -0.2519
P -0.8981 1.5717 -0.8027
O -1.8909 -0.5493 0.0295
O -2.0864 2.4803 -1.0742
C -2.7815 3.5815 -0.2802
C -2.4702 3.4721 1.1929
C -4.2479 3.4404 -0.5956
O -0.6405 0.7383 -2.0550
C -1.5682 0.4789 -3.2199
C -1.4305 1.6170 -4.2001
C -1.1496 -0.8602 -3.7650
O 2.5641 1.4932 -1.8387
C 3.7774 0.8586 -2.4557
C 3.3174 -0.2574 -3.3644
C 4.5212 1.9586 -3.1654
H 4.0956 4.0364 2.4772
H 3.7551 2.3876 3.0143
H 2.4555 3.3889 2.3404
H 3.5807 3.3301 0.1094
H 5.5702 1.4268 1.4288
H 5.9449 3.1040 1.0121
H 5.5822 1.9530 -0.2697
H 0.8117 3.2016 -0.8279
H 0.5674 2.5271 0.8125
H -2.3779 4.4960 -0.7073
H -2.8753 2.5490 1.6133
H -2.9477 4.3110 1.6990
H -1.4006 3.5382 1.4055
H -4.6874 2.6163 -0.0313
H -4.4067 3.2796 -1.6616
H -4.7561 4.3640 -0.3177
H -2.5750 0.4331 -2.8049
H -0.3842 1.7433 -4.4844
H -1.8033 2.5522 -3.7845
H -2.0053 1.3899 -5.0977
H -0.1560 -0.8009 -4.2112
H -1.8542 -1.1627 -4.5402
H -1.1518 -1.6215 -2.9848
H 4.3799 0.4553 -1.6396
H 2.7177 0.1404 -4.1846
H 2.7320 -0.9971 -2.8198
H 4.1918 -0.7502 -3.7894
H 3.9261 2.3521 -3.9902
H 5.4513 1.5600 -3.5712
H 4.7656 2.7756 -2.4861
N -4.4142 -3.0480 1.7654
C -3.4970 -2.5288 0.6538
C -4.2903 -2.2824 -0.6298
P -2.8262 -0.9644 1.3242
O -1.8501 -1.3451 2.5021
O -3.8287 0.0236 1.6958
O -1.1504 0.6058 0.4657
P -2.1465 -3.8604 0.5115
O -2.4646 -4.5576 -0.8650
O -2.3912 -4.6929 1.7196
O -0.7761 -3.2011 0.3707
H -5.2867 -3.4127 1.3773
H -4.6614 -2.3380 2.4617
H -3.8886 -3.8377 2.2039
H -5.0260 -1.4882 -0.4901
H -4.7986 -3.1937 -0.9457
H -3.6153 -1.9927 -1.4348
H -1.2278 -2.0669 2.3113
H -2.6273 -5.5114 -0.8173
Br 3.0196 -1.0984 2.5672
C 2.1419 -2.5074 3.4707
C 2.4983 -2.8951 4.7365
C 1.7991 -3.9701 5.2785
C 0.7964 -4.5792 4.5385
C 0.5069 -4.1007 3.2769
N 1.1748 -3.0603 2.7390
H 3.2925 -2.3982 5.2744
H 2.0473 -4.3269 6.2698
H 0.2464 -5.4234 4.9308
H -0.2781 -4.5384 2.6786
*
```

Gap between HOMO and LUMO = 9.18 eV
E = -161985.67123 eV